DFT (ωB97M-V/def2-TZVPD) results for 12 unconnected molecules or ions with the total composition C46H84N10O2 in a non-equilibrium geometry.

XYZ file:
```
142
Properties=species:S:1:pos:R:3:forces:R:3:mulliken_charge:R:1
O 0.472180 0.573519 0.626741 -0.8 -1.3 -0.9 -0.600
O 6.249310 -0.434351 -0.664299 -0.9 -2.1 0.6 -0.938
N 4.222860 1.037529 4.238631 1.9 1.7 1.6 -0.665
N -0.841040 -3.874721 -3.555169 -0.1 1.9 -0.4 -0.615
N 5.202620 2.086209 0.310201 -1.6 1.0 0.6 -0.512
N -0.769760 4.580579 2.419441 -0.6 -1.8 0.1 -0.802
N 4.382830 -7.710031 -2.263609 -0.3 1.6 0.1 -0.554
N -0.186450 2.279889 -3.702219 0.0 -0.4 -0.8 -0.728
N -8.081390 -0.126491 0.247291 1.1 -0.3 0.8 -0.559
N -5.705100 1.767319 -5.170039 -0.3 1.3 2.5 -0.516
N -4.420070 -0.859051 4.843901 2.4 -0.3 -0.5 -0.677
N 5.127630 0.173569 -5.224089 -2.0 0.2 1.2 -0.588
C 1.574790 -5.276661 -1.775239 -0.2 0.3 -0.5 -1.529
C 2.932180 4.216579 2.033321 1.8 1.5 1.0 -0.660
C 0.061520 -0.409721 -0.328659 1.8 0.3 2.7 2.811
C 1.938050 -2.190191 4.710921 0.0 -0.4 -1.1 -1.430
C -1.262320 -1.089541 0.107921 -0.1 1.0 -0.8 -0.785
C 0.452080 5.653939 -1.825039 -0.4 -0.5 -0.1 -1.305
C 2.431450 -0.374781 2.959571 0.4 2.2 0.2 2.295
C -0.893890 -2.729041 -3.761709 -0.5 -2.5 0.9 0.161
C -4.717660 -1.096891 0.782761 0.3 -0.7 0.0 1.778
C -3.959010 2.147869 -1.433099 -0.2 0.4 -0.1 -0.003
C 4.067240 -5.093591 -2.435569 0.1 -0.5 0.5 -0.119
C 3.452060 0.439339 3.673921 -1.8 -2.6 -1.6 0.137
C 4.196840 2.417049 0.796411 2.3 -0.5 0.2 -0.152
C 2.960330 0.410009 -3.706439 0.1 -0.6 0.0 -0.078
C 2.904460 -4.577381 -1.604659 0.0 0.2 0.7 0.701
C 1.145140 -1.541211 -0.486889 -0.5 0.9 -0.2 -0.541
C 4.734050 -1.794981 0.688941 -0.7 0.8 1.2 -0.194
C 2.948390 2.828079 1.431561 -0.5 0.0 -1.8 3.742
C 3.621850 2.686729 -2.903159 -0.5 -0.1 1.2 -1.416
C 2.361580 -1.810651 3.263921 0.4 -1.7 1.2 0.099
C -3.288600 -0.983101 4.569761 -1.8 0.0 -0.4 -0.229
C -5.988960 -0.895451 1.590741 0.0 -0.2 0.5 -0.121
C -3.211650 1.963299 2.851101 -0.2 0.3 0.6 0.433
C -2.377490 -0.631561 -3.778499 -0.7 -0.2 0.3 0.790
C 6.576600 -2.851181 -0.516269 0.6 -0.6 -0.2 -1.749
C -1.786080 2.127579 2.350521 0.3 0.8 -0.1 2.185
C -7.142890 -0.441721 0.853121 -1.6 0.7 -1.6 0.046
C 3.163140 1.258739 -2.455789 0.9 1.4 -0.6 1.592
C -3.514200 2.354759 4.307121 0.4 0.3 -0.7 -1.598
C 3.824910 5.353569 1.331221 -1.3 -1.4 0.0 -1.169
C -0.174160 2.661579 -2.624649 -0.4 1.4 1.5 -0.214
C -6.005160 2.854969 -2.791849 -0.2 0.7 1.1 -0.855
C -4.933970 -2.112541 -0.355969 -0.2 1.4 -0.2 -1.441
C -0.131550 3.218109 -1.219519 -0.1 -0.5 -1.4 3.905
C -0.509070 4.711859 -1.059919 0.6 -0.3 -0.9 -0.232
C -1.540850 -2.707111 3.958711 1.4 1.1 -0.7 -0.071
C -1.856000 -1.200721 4.160261 -1.5 -0.1 1.7 1.330
C 5.614170 -1.689751 -0.506479 1.7 2.6 -1.2 1.388
C -1.177900 3.489659 2.407791 -0.3 1.2 -0.1 0.077
C -1.016380 -1.322341 -4.067219 -0.2 0.7 -0.5 0.747
C -1.420670 -3.501111 5.240571 -0.7 -0.3 0.1 -1.574
C 4.230110 -6.558291 -2.305429 0.5 -1.1 -0.4 0.207
C -3.634860 -1.356221 -4.314489 1.3 -0.6 -0.5 -1.632
C 4.167230 0.267859 -4.565619 1.4 -0.1 -0.7 0.037
C -5.471100 2.137999 -1.499439 0.1 -1.1 -1.7 -0.271
C -5.823720 2.264409 -4.114739 0.6 -1.8 -2.1 0.311
H -4.346780 -0.137361 0.422441 -0.1 -0.1 -0.3 -0.807
H 0.903410 -2.256241 -1.273269 -0.3 -0.2 -0.1 0.230
H 2.895740 -3.503491 -1.791139 -0.4 0.0 0.0 -0.227
H 3.699630 6.325239 1.808991 0.1 -0.2 0.3 0.419
H 1.258820 -2.068781 0.460131 0.0 -0.1 0.0 -0.440
H 2.593480 2.055069 2.113191 0.0 0.3 -0.2 -0.982
H -3.336800 3.416839 4.476241 0.0 0.2 -0.2 0.483
H 4.873040 5.072449 1.228851 -0.1 0.0 0.2 0.342
H -1.073380 1.484339 2.866661 0.0 -0.2 -0.3 -0.432
H -1.369970 -0.851991 5.071451 0.6 -0.1 0.0 0.616
H -3.393220 -1.706231 -5.318089 -0.2 0.4 -0.5 0.426
H 1.760740 -3.265661 4.714951 -0.2 -0.1 0.0 0.463
H 2.689030 -2.055871 5.489441 -0.1 0.7 -0.1 0.468
H 3.316980 4.048469 3.039191 0.4 0.3 0.2 0.419
H 3.434100 5.492049 0.323161 0.0 0.0 -0.2 0.164
H 2.224390 1.343739 -1.908419 -0.2 -0.1 -0.1 -0.811
H 3.131160 -4.666501 -0.542229 0.5 0.1 0.1 0.053
H -5.863940 -0.181691 2.404991 0.2 -0.3 0.3 0.137
H 4.606690 2.756869 -3.364959 -0.2 -0.4 -0.3 0.447
H 5.367390 -1.792981 1.576051 0.0 -0.2 0.3 0.537
H -0.170020 -0.811401 -3.608179 -0.2 0.2 0.2 -0.928
H -0.545820 -2.645061 3.518061 0.1 -0.3 -0.2 -0.158
H 3.879630 0.839509 -1.749389 0.3 -0.2 -0.2 -0.251
H 4.982490 -1.839331 -1.382099 -0.8 -0.4 -0.8 -0.454
H 0.203890 6.678059 -1.546299 0.6 0.1 0.1 0.412
H -5.562470 3.849799 -2.841279 0.0 0.2 0.0 0.328
H -5.721110 -1.641371 -0.944619 -0.1 -0.4 -0.5 0.426
H -3.522480 1.521869 -2.211349 0.1 0.1 0.0 -0.158
H -4.046370 -2.172311 -0.985809 0.0 -0.2 0.1 0.154
H -2.524640 -0.466641 -2.711149 0.4 -0.2 0.2 -0.651
H -5.289590 -3.102081 -0.068839 0.2 0.1 0.3 0.363
H 0.986000 -1.690741 4.890531 0.1 0.1 0.6 0.081
H -3.923320 -1.455951 1.437131 -0.1 0.0 0.3 -0.289
H -7.077280 2.994769 -2.653499 -0.1 0.1 -0.1 0.416
H -5.788250 1.106049 -1.649789 -0.3 -0.2 0.6 0.121
H -2.821140 1.857929 4.986041 -0.4 -0.3 0.2 0.270
H -6.320140 -1.862921 1.968141 0.2 0.0 0.5 0.412
H -0.508290 4.979619 -0.003319 0.2 -0.2 0.0 0.289
H -3.424970 0.908179 2.679901 -0.1 -0.2 0.2 -0.393
H 2.839080 3.161209 -3.494969 0.1 -0.1 -0.5 0.400
H -0.667000 -3.104671 5.920961 -0.2 0.3 0.0 0.292
H 0.014540 0.111749 -1.284669 -0.7 -0.2 -0.8 -1.526
H 2.106720 -1.109551 -0.764649 0.1 0.2 0.2 -0.284
H -2.378150 0.374199 -4.198669 0.4 0.0 -0.2 0.496
H 0.797840 -4.696291 -1.277619 -0.1 -0.1 0.0 0.362
H 1.489410 5.354129 -1.676139 0.1 0.4 0.7 0.190
H -1.674200 -1.691561 -0.702039 -0.1 -0.4 0.0 0.173
H -4.570020 2.170079 4.505191 0.2 -0.3 0.4 0.387
H -1.856610 1.838709 1.301861 0.9 -0.1 0.0 -1.038
H -2.398780 -3.541621 5.719911 0.0 0.1 0.4 0.413
H -1.135370 -4.538851 5.067951 0.0 0.0 -0.3 0.413
H 2.154080 0.815179 -4.317919 0.0 0.2 -0.1 0.393
H 3.723420 3.327079 -2.026959 0.0 0.0 0.3 0.193
H 1.517310 0.138779 3.257391 -0.5 -0.1 -0.4 -0.271
H -3.668790 3.185499 -1.597999 0.6 0.0 0.2 0.327
H 4.105270 -0.909661 0.783481 0.2 0.3 -0.2 -0.543
H 3.973900 -4.813151 -3.484729 -0.1 -0.2 -0.1 0.405
H -1.983350 -0.300311 0.320841 -0.2 0.2 -0.1 -0.268
H -4.518360 -0.719021 -4.353269 0.1 -0.1 0.2 0.314
H -2.165450 -3.147051 3.181261 -0.2 -0.1 0.3 0.565
H 1.307110 -5.352411 -2.829139 -0.2 -0.1 0.0 0.340
H -0.773690 2.541169 -0.656039 0.3 0.0 0.4 -1.261
H -3.601480 1.790319 -0.467479 0.1 0.1 0.0 -0.208
H 2.541750 -0.220321 1.886221 -0.2 0.2 0.0 -0.993
H 4.959020 -4.591741 -2.060109 0.2 -0.2 -0.1 -0.062
H 2.327860 2.784939 0.536481 -0.9 -0.1 0.2 -1.880
H 6.012580 -3.782171 -0.459439 0.0 -0.5 -0.1 0.222
H 4.009710 -2.609111 0.713931 0.2 -0.6 -0.1 -0.033
H 0.910630 2.999639 -0.986629 -0.1 0.2 0.8 -1.620
H 0.409970 5.607439 -2.913229 -0.7 -0.2 -0.1 0.324
H -0.819500 -1.293481 -5.138899 -0.1 0.3 -0.2 0.593
H -3.895800 2.486079 2.182721 0.0 0.2 -0.1 0.434
H -3.806160 -2.316971 -3.828979 -0.3 0.2 0.6 0.359
H 1.585130 -6.278751 -1.346499 0.1 -0.1 0.0 0.460
H 1.953960 4.643289 2.254931 -0.3 -0.4 -0.6 0.232
H 3.305170 -2.312641 3.050051 0.1 0.1 -0.2 0.192
H 7.285770 -2.879591 0.311001 -0.1 0.4 0.4 0.419
H 2.611110 -0.578821 -3.409189 0.2 -0.3 -0.1 -0.004
H -1.546650 -0.490311 3.393631 -0.2 -0.5 -0.4 -0.951
H -1.219480 -1.668671 1.030341 0.6 -0.2 0.0 0.069
H -5.905470 2.538369 -0.583399 -0.3 0.2 -0.3 0.412
H 7.203300 -2.838921 -1.408009 -0.2 0.0 -0.2 0.395
H -1.537380 4.864459 -1.387619 -0.1 0.0 -0.2 0.204
H 1.626780 -2.225031 2.573661 0.0 -0.1 0.0 -0.182
```
Positions in Å, forces in eV/Å.

Computed properties:
Net charge: -2
F_max: 3.53 eV/A
M: 809.25 g/mol
E: -2501.0397 Ha
Relative energy (zero: lowest compared OMol25 entry of this formula, charge and spin): 15.5 kJ/mol
E_HOMO: -0.7 eV